1.
This record from the OMol25 dataset describes C17H10F3N3S2 as an isolated structure in a non-equilibrium geometry. The level of theory is ωB97M-V/def2-TZVPD.

Cartesian coordinates (Å):
N1 2.064 3.618 -1.333
C1 1.711 2.578 -0.962
C2 1.301 1.265 -0.343
C3 1.849 0.979 0.911
C4 1.540 -0.156 1.301
C5 0.600 -0.905 0.771
N2 0.140 -0.422 -0.355
C6 0.622 0.443 -1.022
S1 0.059 0.922 -2.562
C7 -1.171 -0.395 -3.004
C8 -2.545 -0.283 -2.396
C9 -3.355 0.255 -3.413
N3 -4.663 0.746 -3.318
C10 -5.179 0.397 -1.834
C11 -4.211 -0.080 -0.987
C12 -2.990 -0.228 -1.125
H1 -2.328 -0.551 -0.557
H2 -4.662 -0.083 0.154
H3 -6.226 0.566 -1.729
H4 -3.254 0.570 -4.363
H5 -0.978 -0.567 -4.071
H6 -0.741 -1.268 -2.219
C13 0.036 -2.348 1.329
C14 -0.813 -3.096 0.752
C15 -0.941 -4.563 1.254
C16 -0.503 -4.338 2.503
S2 0.531 -2.744 2.695
H7 -0.520 -5.205 3.352
H8 -1.681 -4.993 1.084
H9 -1.206 -2.899 -0.400
H10 1.788 -0.675 2.495
C17 2.922 1.830 1.657
F1 2.246 3.039 2.009
F2 4.014 2.179 1.000
F3 3.203 1.409 2.910

Relative energy (zero: lowest compared OMol25 entry of this formula, charge and spin) (kcal per mole): 326.7
Kohn-Sham gap (hartree): 0.30961
M (Da): 377.4
Largest force on an atom (eV Å⁻¹): 17.16

Atomic partial charges in e from the Löwdin method, atoms 1 to 5: 0.19 -0.17 -0.18 -0.06 -0.05



2.
This record from the OMol25 dataset describes C17H10F4N4PbSe3Te as an isolated structure in a non-equilibrium geometry. The level of theory is ωB97M-V/def2-TZVPD.

Cartesian coordinates (Å):
Pb1 -3.224 1.146 -0.946
Se1 -3.137 4.158 -1.873
Se2 -5.180 4.548 -1.127
Te1 -5.516 2.942 0.891
Se3 -3.140 2.728 1.665
C1 -2.300 -0.301 3.458
C2 -3.215 -0.241 2.228
C3 -4.650 -0.003 2.686
C4 -3.146 -1.591 1.498
C5 -2.675 0.810 1.244
H1 -2.615 -1.095 4.138
H2 -2.330 0.642 4.008
H3 -1.267 -0.496 3.165
H4 -4.961 -0.827 3.331
H5 -5.349 0.031 1.844
H6 -4.748 0.917 3.263
H7 -3.439 -2.406 2.161
H8 -2.133 -1.792 1.142
H9 -3.821 -1.603 0.637
H10 -1.590 0.885 1.344
F1 1.281 -0.170 -0.113
C6 2.342 -0.272 -0.933
C7 3.380 -1.062 -0.527
F2 3.267 -1.675 0.650
C8 4.549 -1.243 -1.305
C9 4.549 -0.518 -2.521
C10 3.504 0.271 -2.918
F3 3.613 0.906 -4.087
C11 2.334 0.432 -2.151
C12 1.230 1.241 -2.572
C13 0.058 1.345 -1.847
N1 -0.952 1.432 -1.275
C14 1.197 2.003 -3.776
N2 1.074 2.626 -4.738
F4 5.604 -0.596 -3.328
C15 5.615 -2.085 -0.908
C16 6.782 -2.292 -1.692
N3 7.736 -2.522 -2.295
C17 5.615 -2.819 0.309
N4 5.656 -3.455 1.268

Relative energy (zero: lowest compared OMol25 entry of this formula, charge and spin) (kcal per mole): 24.5
Kohn-Sham gap (alpha / beta) (hartree): 0.16335 / 0.21784
M (Da): 918.0
Largest force on an atom (eV Å⁻¹): 1.05

Atomic partial charges in e from the Löwdin method, atoms 1 to 5: 0.95 0.04 -0.09 0.44 0.39